# 1
62
Properties=species:S:1:pos:R:3:forces:R:3 method="wB97M-V/def2-TZVPD" de_lowest_ev=0.000 total_charge=+1 energy_ha=-7181.78573 orbital_gap_ev="5.53 / 5.53" lumo_ev="-5.079 / -5.079" homo_ev="-10.610 / -10.610"
Ir -0.68266 -0.20545 -0.14565 0.0464 0.0344 0.1432
C -0.42960 3.23169 0.51728 0.0199 -0.0117 0.0420
C -1.54259 2.48834 1.23901 -0.0529 0.0047 -0.0188
N -1.25775 1.05047 1.54645 -0.0883 0.0782 -0.0061
C -2.44712 0.48732 2.27406 0.0085 0.0120 0.0286
C -3.65776 0.15683 1.42463 0.0048 0.0078 0.0018
C -0.09817 0.99839 2.47442 0.0355 0.0648 -0.0243
C 0.49020 -0.38896 2.48343 0.0707 0.0023 0.0915
N 0.66698 -0.77102 1.07434 -0.3337 0.0227 -0.2286
C 1.89130 -1.40906 0.78088 0.1315 0.0138 -0.0498
C 2.72604 -0.94405 -0.23740 -0.0452 0.0096 0.0055
F 2.38183 0.13730 -0.94334 0.0094 0.0195 -0.0174
C 3.92457 -1.57482 -0.51870 0.0158 -0.0348 0.0340
F 4.67881 -1.09401 -1.50249 0.0186 0.0104 -0.0228
C 4.34255 -2.67219 0.20721 -0.0162 0.0303 -0.0158
C 3.53474 -3.12350 1.23037 -0.0063 -0.0133 -0.0022
F 3.88980 -4.18519 1.94672 0.0091 -0.0171 0.0089
C 2.33306 -2.50437 1.51965 -0.0095 0.0079 0.0289
F 1.56787 -2.98199 2.50401 -0.0267 -0.0072 0.0030
H -0.84429 4.12908 0.05981 -0.0114 0.0087 -0.0002
H 0.01646 2.62926 -0.27276 -0.0027 -0.0027 -0.0244
H 0.36125 3.55370 1.19366 -0.0061 -0.0006 -0.0085
H -2.46024 2.50852 0.65449 0.0321 0.0093 -0.0253
H -1.75793 2.98019 2.19308 -0.0348 -0.0064 -0.0025
H -2.72006 1.22528 3.03458 0.0156 -0.0494 0.0602
H -2.11682 -0.40774 2.79956 0.0320 -0.0463 -0.0869
H -4.12975 1.04283 1.00053 0.0227 -0.0073 -0.0460
H -4.39417 -0.33688 2.05899 -0.0162 0.0518 0.0209
H -3.40727 -0.53260 0.61971 -0.0085 -0.0252 0.0174
H -0.40580 1.31832 3.47345 -0.0114 -0.0079 0.0014
H 0.65660 1.68806 2.10367 -0.0019 -0.0049 0.0245
H -0.15356 -1.11893 2.97683 0.0019 -0.0056 -0.0026
H 1.44556 -0.38136 3.00994 -0.0063 -0.0131 -0.0217
H 5.27822 -3.16374 -0.01887 -0.0004 0.0012 -0.0014
Cl 0.99477 -5.20587 0.07788 -0.0094 -0.0284 -0.0028
Ge -0.72223 -4.06553 -0.45016 0.0104 -0.0255 0.0018
Cl -2.04932 -5.31345 -1.53526 0.0282 -0.0024 0.0046
Cl -1.71029 -3.46794 1.35152 -0.0089 0.0193 -0.0011
Te 0.01989 -2.02850 -1.88394 0.0132 -0.0148 -0.0825
C -1.57168 -2.29693 -3.23780 0.0265 0.0194 -0.0050
C -1.21644 -2.57780 -4.55120 0.0191 0.0272 0.0072
C -2.21699 -2.79043 -5.49008 -0.0134 0.0240 -0.0193
C -3.54940 -2.72549 -5.11080 -0.0004 0.0093 0.0053
C -3.89150 -2.45490 -3.79084 0.0013 -0.0206 -0.0232
C -2.90208 -2.24184 -2.84524 -0.0077 0.0215 0.0558
H -0.17605 -2.62903 -4.84957 -0.0040 0.0164 -0.0021
H -1.94921 -3.00181 -6.51685 -0.0065 0.0002 0.0067
H -4.32678 -2.88876 -5.84543 0.0009 -0.0027 0.0054
H -4.93108 -2.41066 -3.49517 -0.0059 -0.0019 -0.0033
H -3.17273 -2.03716 -1.81587 0.0125 0.0261 -0.0176
C -4.46772 2.75319 -3.46948 -0.0057 0.0073 -0.0588
S -4.24980 1.03192 -3.99171 -0.0172 -0.0747 0.1868
C -2.49686 0.97459 -4.14514 -0.1512 0.1139 -0.1860
C -1.60507 0.90650 -3.14430 0.0543 -0.0732 -0.1181
S -2.06913 0.92491 -1.46070 0.2089 -0.0588 0.2733
S 0.07725 0.89001 -3.61807 0.0558 -0.0990 0.2117
C -0.17615 0.79740 -5.34392 -0.0763 0.0264 -0.0900
S 1.02325 0.59292 -6.41677 0.0188 0.0061 0.0396
S -1.85422 0.98396 -5.75890 0.0552 -0.0825 -0.0861
H -5.53286 2.86250 -3.27290 -0.0020 0.0310 -0.0133
H -4.17398 3.43709 -4.26143 0.0083 0.0136 0.0086
H -3.91282 2.95638 -2.55631 -0.0009 -0.0127 -0.0041



# 2
49
Properties=species:S:1:pos:R:3:forces:R:3 method="wB97M-V/def2-TZVPD" de_lowest_ev=0.000 energy_ha=-1497.05080 orbital_gap_ev=8.87 lumo_ev=0.601 smiles=CCn1nc(C(C)(C)C)c2c1-c1ccccc1[C@]2(O)c1ccc(Cl)cc1 homo_ev=-8.272
C 4.31481 -1.60192 1.56317 -0.5706 -0.5258 0.0164
C 3.68643 -1.13142 0.22388 -0.0334 0.0297 1.4978
N 2.22170 -0.90671 0.33647 -0.9348 0.9029 -0.4196
N 1.37897 -1.54387 1.23195 0.8578 -0.6202 -0.5305
C 0.12202 -1.32562 0.87415 0.0454 0.2671 -0.7677
C -1.08255 -1.99522 1.61595 0.8820 -0.0232 0.5925
C -0.58520 -2.95302 2.73026 0.5253 0.1961 -0.0961
C -1.89424 -0.87041 2.24342 -0.5984 0.0696 0.7474
C -1.98503 -2.83913 0.70079 -0.2905 0.2338 -0.6697
C 0.15895 -0.42081 -0.26763 -2.5363 -1.0076 1.9010
C 1.44011 -0.18823 -0.55039 0.8241 -1.5395 0.7276
C 1.49973 0.56965 -1.76687 0.9746 0.8145 -0.8956
C 2.64003 0.98865 -2.41314 -1.1890 1.6070 -2.2093
C 2.45058 1.86103 -3.54482 0.1874 -1.0373 1.0991
C 1.17523 2.26896 -3.93466 0.2878 0.2319 0.0228
C 0.02885 1.86692 -3.21660 0.1004 -1.0843 0.2865
C 0.17547 0.92507 -2.18200 2.1497 1.5481 0.1208
C -0.79832 0.30427 -1.19310 0.8484 -0.0975 -0.7347
O -1.57440 -0.58801 -1.96220 -1.6851 -0.3467 0.1702
C -1.59983 1.39603 -0.49310 0.3401 -0.7210 -0.1633
C -0.89945 2.37158 0.21329 0.4851 -0.0897 -0.1932
C -1.56075 3.34373 0.92357 -0.1709 0.4322 0.4490
C -2.94802 3.38345 0.91471 -0.5174 -0.7742 -0.6486
Cl -3.74528 4.61418 1.86179 -0.0535 -0.2406 -0.2779
C -3.66030 2.44137 0.15477 -0.4721 0.1415 0.0823
C -2.97049 1.41567 -0.51648 -0.5326 0.8133 0.2285
H 3.96942 -2.63954 1.71565 0.1134 0.5180 0.3830
H 4.01344 -0.96499 2.42272 0.0467 -0.4510 -0.6443
H 5.41749 -1.63990 1.54206 -0.4687 0.2001 -0.3523
H 4.17197 -0.17972 -0.00846 -0.3624 -0.1027 -0.4487
H 3.87170 -1.89440 -0.54024 0.0254 0.3228 -0.0397
H -1.46435 -3.42110 3.20969 0.4154 0.2476 -0.1265
H 0.02012 -2.41026 3.48550 -0.3902 -0.3482 -0.3629
H 0.05388 -3.75312 2.30110 -0.3711 0.4428 0.2561
H -1.30167 -0.18967 2.87655 -0.0328 -0.4627 -0.0844
H -2.72729 -1.29614 2.84997 0.5301 0.3012 -0.3129
H -2.33488 -0.23982 1.48541 -0.2336 0.1356 -0.3119
H -2.33850 -2.22075 -0.13887 -0.0690 -0.1882 0.2137
H -2.88702 -3.27295 1.22068 1.0354 0.5561 -0.2728
H -1.40856 -3.65896 0.25620 -0.1168 0.0077 0.1535
H 3.63451 0.70095 -2.14917 0.3330 -0.1388 0.3382
H 3.36009 2.17513 -4.05305 -0.3882 0.1275 -0.1759
H 1.06913 2.94186 -4.80355 0.0199 -0.3947 0.6233
H -0.94920 2.24899 -3.52111 0.2518 -0.2303 0.2000
H -1.03731 -1.28155 -2.37374 0.1439 0.4533 0.3776
H 0.19128 2.37472 0.18669 -0.2547 -0.0710 0.1041
H -1.04527 4.09379 1.51955 0.1121 -0.2084 -0.2250
H -4.76123 2.48059 0.04170 0.8199 0.0945 0.3906
H -3.50680 0.66070 -1.07247 -0.0832 0.0086 -0.0184



# 3
55
Properties=species:S:1:pos:R:3:forces:R:3 method="wB97M-V/def2-TZVPD" total_charge=-1 energy_ha=-4178.49286 orbital_gap_ev=6.45 lumo_ev=2.850 homo_ev=-3.599
O -0.13524 3.52527 -2.31170 0.6653 -0.3140 0.5455
C -0.14748 2.31482 -2.14034 -1.5390 0.8555 -1.8085
Co -0.90557 1.01517 -0.57718 -1.1378 1.6076 -1.5083
C -2.18248 1.91884 0.22280 0.6118 0.9032 1.1585
O -2.75931 2.70772 0.85773 0.1937 -1.1272 -1.0313
C -1.65696 1.61560 -2.19430 0.8644 -2.0283 1.1282
O -2.43104 1.61836 -3.09943 0.5194 0.6247 0.4476
C -0.02312 -1.07427 -1.86283 -0.7813 3.7680 -0.1231
C -1.23821 -1.72728 -2.30228 -0.7130 -0.2547 -0.1294
C -1.89351 -2.60594 -1.40763 0.1297 0.2519 -0.5774
C -3.09063 -3.21116 -1.78488 0.1583 0.2291 -0.0309
C -3.63900 -2.98305 -3.05206 0.4037 0.3618 -0.0541
C -2.97722 -2.12567 -3.95395 -0.2886 -0.3096 0.3918
C -1.79382 -1.49372 -3.58593 0.2115 -0.0950 0.4603
C 0.70711 0.05218 -1.80572 -2.9771 -1.8746 -1.0652
C 0.99162 1.35815 -2.40383 0.8185 0.6120 -0.6013
Co 1.61751 -1.41981 -1.18237 3.5092 -1.8164 1.6085
C 1.89028 -2.79817 -2.21171 0.7691 -0.9642 -1.4985
O 2.08597 -3.76771 -2.80386 -0.2313 0.2836 0.3426
C 1.67341 -2.35467 0.29691 -0.6398 -0.5724 2.1051
O 1.89566 -3.03985 1.20761 -0.0186 0.3801 -0.8409
C 3.11583 -0.60634 -0.79085 0.5775 0.2658 0.3044
O 4.04002 -0.04855 -0.37519 -0.3100 -0.1102 -0.3769
H -1.45672 -2.76794 -0.41133 -0.2108 0.0303 -0.5903
H -3.59912 -3.83742 -1.05609 -0.0276 -0.0111 -0.2160
H -4.58706 -3.44697 -3.32225 0.2350 0.0960 -0.0051
H -3.41659 -1.92473 -4.93398 0.1488 -0.0906 0.2928
H -1.30070 -0.79545 -4.27708 -0.2284 -0.3665 0.4297
H 1.96426 1.75143 -2.05605 -0.4929 0.1105 -0.1438
H 1.10914 1.24304 -3.50572 -0.1865 0.1446 0.3938
C -0.84294 -1.79079 2.55520 -0.0937 -0.0538 -0.0196
N 0.14478 -0.77234 2.81621 0.3439 -0.7120 0.2507
C 0.83890 -0.96705 4.08632 -0.1981 -0.0553 -0.2812
C -0.24045 0.58058 2.53005 -0.0939 0.2922 0.5693
C 0.95896 1.36747 2.02794 0.0668 0.0589 -0.4511
C 1.08336 2.74181 2.66009 -0.0077 0.1031 -0.1104
C 1.89630 3.53378 1.63299 0.2473 0.3101 0.0836
C 1.78465 2.78919 0.29262 -0.3426 -0.4920 -0.3618
N 0.90228 1.58296 0.52657 0.5095 -0.3776 1.2259
H -1.10358 -1.78876 1.48280 0.0758 0.0078 0.4188
H -0.40473 -2.76665 2.81871 -0.2556 0.2613 -0.2112
H -1.77235 -1.64781 3.14267 0.0889 -0.1029 -0.0619
H 1.64046 -0.22043 4.21879 -0.3139 -0.2648 -0.0944
H 0.16172 -0.91421 4.96787 0.0971 0.1421 -0.2045
H 1.28962 -1.97168 4.08747 -0.0231 0.3454 -0.0152
H -1.04732 0.63675 1.77264 0.5133 -0.3612 0.4118
H -0.63808 1.10166 3.43587 0.0199 -0.2872 -0.2180
H 1.89623 0.81366 2.23537 -0.4396 0.0490 0.0002
H 0.08899 3.18487 2.83424 0.2939 -0.1157 -0.1686
H 1.59008 2.66427 3.63735 -0.2359 0.0738 -0.3244
H 1.49864 4.54687 1.53164 0.2231 -0.0355 0.0298
H 2.95095 3.59711 1.93157 -0.2505 0.0874 -0.0178
H 1.33646 3.44189 -0.46614 0.1831 -0.3167 0.1280
H 2.76052 2.41917 -0.07395 -0.3153 0.3823 0.2337
H 1.36945 0.74578 0.13857 -0.1259 0.4713 0.1808